(1)
The following is a DFT calculation (ωB97M-V with the def2-TZVPD basis set) of one molecule with the formula C3H11N5.

Values from the calculation:
relative energy (zero: lowest compared OMol25 entry of this formula, charge and spin)	9.6	kcal/mol
strongest force on any atom	0.73	eV/Å
electronic energy	-10739.5261	eV
SMILES string	[H]/N=C(\N)N(N)[C@@H](C)N
multiplicity	1
orbital gap	0.3442	Ha
lowest unoccupied orbital energy	0.0253	hartree

Positions of all 19 atoms, in Å:
N -1.806 1.458 0.432
N 0.602 -0.687 -1.985
N 2.435 -0.404 -0.508
N 0.689 0.472 1.372
N 0.298 0.370 0.020
C 1.100 -0.265 -0.896
C -1.743 -0.967 0.427
C -1.166 0.317 -0.160
H 1.284 -1.083 -2.624
H 3.054 -0.670 -1.259
H -2.818 -0.975 0.278
H 1.362 1.226 1.491
H 2.822 0.323 0.075
H 1.106 -0.397 1.705
H -1.452 2.317 0.029
H -1.533 -1.017 1.492
H -1.614 1.471 1.429
H -1.316 0.334 -1.243
H -1.303 -1.824 -0.074

=====

(2)
The following is a DFT calculation (ωB97M-V with the def2-TZVPD basis set) of a 2-piece molecular cluster, C3H11N6 overall at a distorted geometry.

Values from the calculation:
relative energy (zero: lowest compared OMol25 entry of this formula, charge and spin)	68.4	kcal/mol
strongest force on any atom	4.41	eV/Å
electronic energy	-12219.8293	eV
multiplicity	1
orbital gap (alpha / beta)	0.3277 / 0.2461	Ha
total charge	+1
lowest unoccupied orbital energy (alpha / beta)	-0.0973 / -0.1690	hartree

Positions of all 20 atoms, in Å:
N 0.885 0.966 1.655
N 0.323 1.545 -2.166
N 1.224 -0.750 -1.073
N 0.097 -0.919 -0.392
N -1.753 0.266 0.529
N 0.496 1.186 2.711
C -0.524 1.339 -1.166
C -0.717 0.208 -0.381
C -0.044 -1.939 0.605
H -1.265 2.221 -0.890
H 0.929 1.376 3.593
H -1.120 -2.153 0.706
H -1.804 -0.497 1.195
H -2.624 0.712 0.164
H 1.026 0.911 -2.362
H 0.423 -2.878 0.301
H 0.663 2.439 -2.482
H 0.393 -1.720 1.499
H 1.402 -1.545 -1.600
H 1.988 -0.768 -0.448

=====

(3)
The following is a DFT calculation (ωB97M-V with the def2-TZVPD basis set) of a 2-piece molecular cluster, C3H11NO overall at a distorted geometry.

Values from the calculation:
relative energy (zero: lowest compared OMol25 entry of this formula, charge and spin)	32.4	kcal/mol
strongest force on any atom	2.18	eV/Å
electronic energy	-6825.8406	eV
SMILES string	CCN.CO
multiplicity	1
orbital gap	0.3690	Ha
lowest unoccupied orbital energy	0.0216	hartree

Positions of all 16 atoms, in Å:
O 0.187 2.858 -2.360
N 1.022 -0.327 1.224
C -0.280 -0.644 1.842
C -0.787 -2.084 1.712
C 0.372 1.537 -2.749
H -0.065 -2.605 1.063
H 0.643 1.439 -3.797
H 1.158 1.000 -2.201
H 1.153 0.676 1.168
H -1.703 -2.084 1.133
H -0.747 -2.654 2.629
H -0.264 -0.264 2.866
H 0.932 -0.567 0.245
H -0.103 2.918 -1.467
H -0.469 0.833 -2.661
H -1.048 -0.033 1.355

=====

(4)
The following is a DFT calculation (ωB97M-V with the def2-TZVPD basis set) of a 2-piece molecular cluster, C3H11NO overall at a distorted geometry.

Values from the calculation:
relative energy (zero: lowest compared OMol25 entry of this formula, charge and spin)	41.6	kcal/mol
strongest force on any atom	4.93	eV/Å
electronic energy	-6825.4406	eV
SMILES string	CCOC.N
multiplicity	1
orbital gap	0.4024	Ha
lowest unoccupied orbital energy	0.0380	hartree

Positions of all 16 atoms, in Å:
O -0.622 -0.650 0.109
N 1.206 1.857 1.657
C -0.926 0.486 -2.041
C 0.090 -1.348 1.155
C -0.028 -0.577 -1.250
H -0.598 1.497 -1.726
H -2.051 0.446 -1.919
H 0.069 -0.727 2.056
H 1.107 -1.579 0.840
H 1.058 -0.190 -1.086
H 0.699 2.104 2.401
H -0.717 0.459 -3.170
H 2.047 1.538 2.121
H -0.385 -2.331 1.330
H -0.111 -1.467 -1.745
H 0.600 1.089 1.251

=====

(5)
The following is a DFT calculation (ωB97M-V with the def2-TZVPD basis set) of a 2-piece molecular cluster, C3H11NO overall at a distorted geometry.

Values from the calculation:
relative energy (zero: lowest compared OMol25 entry of this formula, charge and spin)	44.8	kcal/mol
strongest force on any atom	3.57	eV/Å
electronic energy	-6825.3035	eV
SMILES string	CCOC.N
multiplicity	1
orbital gap	0.3883	Ha
lowest unoccupied orbital energy	0.0337	hartree

Positions of all 16 atoms, in Å:
O 0.499 -0.276 0.538
N -1.639 -2.299 0.570
C 0.127 1.054 0.869
C 1.069 -0.836 -0.662
C 0.438 2.054 -0.232
H 1.503 1.990 -0.604
H -1.862 -2.733 -0.370
H 0.861 -0.259 -1.540
H 2.188 -0.706 -0.602
H -0.139 3.008 -0.045
H -1.022 -1.545 0.440
H 0.792 -1.895 -0.760
H -0.889 1.184 1.108
H 0.764 1.374 1.696
H -0.117 1.845 -1.180
H -2.574 -1.961 0.774

=====

(6)
The following is a DFT calculation (ωB97M-V with the def2-TZVPD basis set) of a 2-piece molecular cluster, C3H11NO overall at a distorted geometry.

Values from the calculation:
relative energy (zero: lowest compared OMol25 entry of this formula, charge and spin)	35.0	kcal/mol
strongest force on any atom	2.36	eV/Å
electronic energy	-6825.7284	eV
SMILES string	CNC.CO
multiplicity	1
orbital gap	0.3847	Ha
lowest unoccupied orbital energy	0.0333	hartree

Positions of all 16 atoms, in Å:
O 1.889 -0.041 0.997
N -0.799 -0.597 0.146
C 2.860 0.721 0.325
C -1.210 -0.728 -1.283
C -1.848 0.246 0.711
H 3.858 0.473 0.634
H -1.763 0.378 1.819
H -2.894 0.033 0.409
H 1.055 -0.069 0.498
H -0.387 -1.116 -1.891
H -1.715 0.162 -1.635
H -2.000 -1.508 -1.385
H -1.641 1.287 0.398
H -0.900 -1.551 0.531
H 2.797 1.863 0.457
H 2.700 0.446 -0.728

=====

(7)
The following is a DFT calculation (ωB97M-V with the def2-TZVPD basis set) of a 2-piece molecular cluster, C3H11NO2 overall at a distorted geometry.

Values from the calculation:
relative energy (zero: lowest compared OMol25 entry of this formula, charge and spin)	15.0	kcal/mol
strongest force on any atom	1.23	eV/Å
electronic energy	-8873.8399	eV
SMILES string	CCNCO.O
multiplicity	1
orbital gap	0.3360	Ha
lowest unoccupied orbital energy	0.0228	hartree

Positions of all 17 atoms, in Å:
O -2.477 -1.410 -0.983
O -0.447 0.885 2.508
N -0.320 -0.716 -0.404
C 0.918 -0.275 -1.035
C -1.643 -0.290 -0.648
C 1.790 0.541 -0.113
H 2.681 0.853 -0.654
H 1.423 -1.188 -1.372
H 1.286 1.464 0.187
H -1.679 0.411 -1.486
H 0.639 0.249 -1.951
H -1.826 -2.034 -1.325
H 0.403 0.694 2.918
H 2.185 -0.033 0.715
H -0.651 1.756 2.871
H -2.068 0.158 0.244
H -0.212 -1.063 0.528

=====

(8)
The following is a DFT calculation (ωB97M-V with the def2-TZVPD basis set) of a 3-piece molecular cluster, C3H11NO2 overall at a distorted geometry.

Values from the calculation:
relative energy (zero: lowest compared OMol25 entry of this formula, charge and spin)	52.3	kcal/mol
strongest force on any atom	4.13	eV/Å
electronic energy	-8872.2195	eV
SMILES string	C=NCC.O.O
multiplicity	1
orbital gap	0.3766	Ha
lowest unoccupied orbital energy	0.0194	hartree

Positions of all 17 atoms, in Å:
O -1.030 -4.314 -1.215
O -3.318 -4.501 0.261
N 0.963 1.795 0.390
C 1.233 2.914 -0.448
C 0.345 2.015 1.486
C 2.448 3.922 -0.217
H -0.655 -5.220 -1.485
H -2.775 -4.002 -0.389
H -0.297 -3.932 -0.703
H 1.131 2.623 -1.539
H 0.123 3.075 1.837
H 0.240 0.954 2.046
H 2.303 4.974 -0.569
H 2.528 4.261 0.865
H 3.510 3.542 -0.478
H 0.461 3.729 -0.237
H -2.682 -5.156 0.628

=====

(9)
The following is a DFT calculation (ωB97M-V with the def2-TZVPD basis set) of a 2-piece molecular cluster, C3H11NO2 overall at a distorted geometry.

Values from the calculation:
relative energy (zero: lowest compared OMol25 entry of this formula, charge and spin)	17.6	kcal/mol
strongest force on any atom	1.64	eV/Å
electronic energy	-8873.7279	eV
SMILES string	NCCCO.O
multiplicity	1
orbital gap	0.3728	Ha
lowest unoccupied orbital energy	0.0362	hartree

Positions of all 17 atoms, in Å:
O -0.600 -1.070 -1.373
O 5.652 -5.198 0.411
N -0.433 2.952 1.079
C -0.903 1.150 -0.562
C -1.432 2.033 0.577
C -1.541 -0.211 -0.671
H -1.846 1.351 1.313
H -2.439 -0.174 -1.300
H -1.072 -1.678 -1.944
H -2.301 2.607 0.210
H -0.816 1.655 -1.535
H 0.166 1.000 -0.380
H -0.442 3.073 2.078
H 5.012 -5.771 -0.020
H 5.204 -4.892 1.203
H -1.734 -0.674 0.295
H -0.475 3.847 0.619

=====

(10)
The following is a DFT calculation (ωB97M-V with the def2-TZVPD basis set) of a 3-piece molecular cluster, C3H11NO2 overall at a distorted geometry.

Values from the calculation:
relative energy (zero: lowest compared OMol25 entry of this formula, charge and spin)	15.8	kcal/mol
strongest force on any atom	1.54	eV/Å
electronic energy	-8873.8052	eV
SMILES string	C=C(C)N.O.O
multiplicity	1
orbital gap	0.3346	Ha
lowest unoccupied orbital energy	0.0279	hartree

Positions of all 17 atoms, in Å:
O -1.097 3.532 2.659
O -4.810 -0.860 -1.653
N 1.935 -1.936 -0.745
C 0.514 -0.438 0.497
C 2.331 0.400 -1.003
C 1.673 -0.596 -0.434
H 2.730 -2.066 -1.347
H -0.444 -0.380 -0.044
H 0.603 0.469 1.097
H -5.533 -1.496 -1.597
H -4.126 -1.392 -2.098
H -0.359 2.924 2.531
H 0.355 -1.312 1.137
H 3.178 0.285 -1.673
H -0.942 3.936 3.523
H 1.941 -2.527 0.070
H 2.052 1.455 -0.920

=====

(11)
The following is a DFT calculation (ωB97M-V with the def2-TZVPD basis set) of a 2-piece molecular cluster, C3H11NO2 overall at a distorted geometry.

Values from the calculation:
relative energy (zero: lowest compared OMol25 entry of this formula, charge and spin)	40.3	kcal/mol
strongest force on any atom	4.36	eV/Å
electronic energy	-8864.3655	eV
<S²>	0.755
multiplicity	2
orbital gap (alpha / beta)	0.4269 / 0.2195	Ha
total charge	+1
lowest unoccupied orbital energy (alpha / beta)	-0.1210 / -0.3271	hartree

Positions of all 17 atoms, in Å:
O 0.818 -0.088 2.331
O -1.642 -3.016 -0.369
N 0.049 0.033 -0.505
C -0.047 0.850 1.774
C 0.424 1.141 0.255
C 0.066 0.281 -1.984
H -0.753 -3.216 -0.689
H 1.454 1.453 0.376
H -0.823 0.800 -2.292
H -0.143 2.023 -0.001
H -0.993 0.308 1.796
H 1.641 0.257 2.725
H -0.109 1.754 2.400
H 0.767 -0.684 -0.390
H -1.772 -2.124 -0.721
H 0.121 -0.664 -2.492
H 0.940 0.892 -2.215

=====

(12)
The following is a DFT calculation (ωB97M-V with the def2-TZVPD basis set) of a 3-piece molecular cluster, C3H11NO2 overall at a distorted geometry.

Values from the calculation:
relative energy (zero: lowest compared OMol25 entry of this formula, charge and spin)	38.9	kcal/mol
strongest force on any atom	2.45	eV/Å
electronic energy	-8864.4242	eV
<S²>	0.759
multiplicity	2
orbital gap (alpha / beta)	0.4207 / 0.2181	Ha
total charge	+1
lowest unoccupied orbital energy (alpha / beta)	-0.1277 / -0.3268	hartree

Positions of all 17 atoms, in Å:
O -0.979 2.234 -0.623
O -0.622 1.223 2.048
N -1.086 -1.534 0.201
C 2.116 -0.536 -1.082
C 0.925 -0.434 -0.471
C -0.271 -1.227 -0.952
H 2.863 0.178 -0.746
H 2.420 -1.242 -1.844
H -0.857 2.587 0.265
H 0.761 0.263 0.343
H 0.079 -2.131 -1.430
H -0.845 -0.679 -1.644
H -0.217 1.508 2.874
H -0.590 -2.176 0.809
H -1.575 1.335 2.081
H -1.359 -0.676 0.673
H -0.761 1.307 -0.501

=====

(13)
The following is a DFT calculation (ωB97M-V with the def2-TZVPD basis set) of one molecule with the formula C3H11NO2P2 at a distorted geometry.

Values from the calculation:
relative energy (zero: lowest compared OMol25 entry of this formula, charge and spin)	3.8	kcal/mol
strongest force on any atom	1.06	eV/Å
electronic energy	-27451.4054	eV
SMILES string	NC[C@@H](O)CP[PH2]=O
multiplicity	1
orbital gap	0.3632	Ha
lowest unoccupied orbital energy	0.0205	hartree

Positions of all 19 atoms, in Å:
P 0.766 0.748 2.434
P -0.790 1.563 1.152
O 0.255 -0.352 3.277
O -1.137 -1.346 -1.754
N 1.374 -1.296 -0.700
C -1.347 0.119 0.134
C -0.721 -0.086 -1.254
C 0.787 -0.104 -1.285
H 0.948 -2.134 -1.070
H -1.218 -0.784 0.720
H 1.201 0.758 -0.784
H 1.083 -0.023 -2.322
H -1.092 0.698 -1.907
H 1.279 -1.279 0.306
H -0.041 2.369 0.270
H -2.040 -1.272 -2.094
H 1.237 1.814 3.221
H -2.405 0.287 0.011
H 1.860 0.321 1.644

=====

(14)
The following is a DFT calculation (ωB97M-V with the def2-TZVPD basis set) of a 2-piece molecular cluster, C3H11NO2S overall at a distorted geometry.

Values from the calculation:
relative energy (zero: lowest compared OMol25 entry of this formula, charge and spin)	26.7	kcal/mol
strongest force on any atom	3.65	eV/Å
electronic energy	-19708.3700	eV
SMILES string	N[C@H](CO)CS.O
multiplicity	1
orbital gap	0.3551	Ha
lowest unoccupied orbital energy	0.0217	hartree

Positions of all 18 atoms, in Å:
S 1.521 1.427 1.904
O 4.729 -2.998 -3.028
O -2.991 0.254 -0.705
N -1.650 1.638 1.456
C 0.260 0.238 1.074
C -0.927 0.869 0.427
C -1.690 -0.153 -0.352
H 1.298 1.582 3.219
H 5.133 -3.786 -3.415
H -1.857 -1.151 0.176
H -2.620 1.880 1.344
H 0.978 -0.278 0.411
H -3.066 0.604 -1.598
H 0.077 -0.435 1.912
H 3.815 -3.219 -2.822
H -1.093 -0.632 -1.155
H -1.161 2.527 1.490
H -0.757 1.631 -0.338